Entry 1:
The following is a quantum chemistry calculation of a molecular structure, C44H39AsINOPS5Ta at a distorted geometry, from OMol25.

Calculated values
Energy relative to the best compared isomer or geometry (same formula, charge and spin) ... 77.28 kJ/mol
Frontier orbital gap ... 6.693 eV
Highest occupied orbital energy ... -13.1 eV
LUMO ... -6.387 eV
Total energy ... -183744.672 eV
Charge ... +2

Each line ends with the Löwdin charge.
CARTESIAN COORDINATES (ANGSTROEM)
C1 1.121 -1.400 2.973  -0.132
C2 2.841 -1.807 -2.669  -0.050
H1 0.966 3.903 4.763  0.119
C3 1.681 4.007 2.740  -0.045
H2 -5.019 1.914 -2.528  0.098
Ta1 -1.285 -0.354 -0.255  0.568
C4 2.944 -1.745 1.439  -0.111
C5 2.318 1.862 -1.145  -0.346
H3 6.073 2.300 -1.933  0.116
C6 2.663 -2.951 -3.436  -0.046
H4 -0.671 2.114 4.288  0.112
S1 -2.448 -2.443 -1.337  -0.008
C7 1.281 -2.663 -1.036  -0.413
C8 4.067 2.772 -2.523  -0.052
H5 -2.783 3.198 1.309  0.070
C9 -0.040 2.507 3.500  -0.097
H6 2.283 -0.770 -0.890  0.050
H7 -4.351 3.885 1.770  0.097
S2 -1.605 -2.016 -3.194  0.158
C10 -3.861 3.062 1.257  -0.011
C11 2.715 2.616 -2.243  -0.079
N1 -4.288 3.029 -0.138  -0.106
As1 0.421 1.740 -0.592  1.256
C12 -1.423 5.361 -3.025  -0.063
C13 -3.350 -6.527 1.902  -0.045
C14 1.296 -4.774 1.019  -0.088
H8 -4.114 2.129 1.764  0.093
H9 -0.145 2.264 -3.489  0.066
C15 -1.015 4.210 -3.685  -0.063
H10 0.318 -7.984 1.368  0.130
C16 1.575 -1.767 1.705  -0.359
H11 -4.008 3.324 -2.861  0.096
C17 3.837 -1.347 2.424  -0.060
C18 0.878 3.510 3.759  -0.046
H12 2.184 3.883 0.655  0.119
C19 0.270 -6.904 1.313  0.006
H13 -1.137 4.123 -4.757  0.118
H14 2.401 4.786 2.951  0.119
H15 4.370 3.371 -3.371  0.117
H16 4.081 -0.671 4.443  0.117
C20 2.144 -1.662 -1.485  -0.173
C21 -2.372 -4.344 1.728  -0.572
C22 3.280 1.265 -0.331  -0.142
C23 -0.295 3.264 -1.590  -0.367
C24 -0.458 3.162 -2.970  -0.152
C25 2.019 -1.003 3.950  -0.053
C26 4.625 1.421 -0.617  -0.054
C27 -0.693 4.421 -0.933  -0.088
C28 -5.507 3.730 -0.529  -0.011
H17 -1.869 6.175 -3.582  0.115
S3 -3.575 -0.833 -0.911  0.167
H18 -4.217 -7.144 2.093  0.122
H19 -2.012 -8.160 1.640  0.128
C29 3.379 -0.970 3.676  -0.049
I1 -2.632 -2.288 2.151  1.114
H20 -4.400 -4.683 2.276  0.100
H21 4.897 -1.339 2.207  0.116
C30 -2.134 -7.085 1.648  -0.003
C31 1.562 3.502 1.456  -0.085
O1 -2.502 1.772 -0.664  -0.298
H22 -3.325 1.701 -3.023  0.079
C32 -3.460 -5.130 1.982  -0.137
C33 0.084 -4.115 1.060  -0.282
H23 -6.262 3.041 -0.911  0.101
H24 3.210 -3.075 -4.361  0.117
H25 2.203 -4.220 0.820  0.109
H26 1.654 -0.729 4.932  0.116
C34 0.645 2.490 1.183  -0.401
H27 -5.921 4.234 0.337  0.095
C35 5.021 2.173 -1.715  -0.054
S4 -0.691 -0.280 -2.611  0.111
H28 0.069 -1.436 3.213  0.030
P1 0.332 -2.363 0.501  0.926
C36 -1.257 5.466 -1.652  -0.056
H29 0.426 -4.589 -1.494  0.114
S5 -1.271 0.656 1.943  0.506
H30 -5.303 4.479 -1.296  0.101
H31 -0.567 4.508 0.139  0.101
H32 1.651 -4.833 -3.608  0.118
C37 1.792 -3.942 -3.010  -0.057
C38 -1.096 -4.852 1.381  -0.203
C39 1.404 -6.160 1.179  -0.028
H33 3.325 -2.041 0.470  0.101
C40 -3.559 2.351 -1.017  -0.514
C41 -4.008 2.316 -2.445  0.016
C42 -0.146 1.992 2.211  -0.623
H34 2.976 0.704 0.548  0.090
H35 2.379 -6.627 1.157  0.123
H36 -1.565 6.366 -1.136  0.115
H37 1.985 3.104 -2.871  0.090
H38 5.369 0.965 0.024  0.113
C43 1.099 -3.804 -1.815  -0.108
H39 3.517 -1.022 -2.988  0.117
C44 -0.991 -6.280 1.426  -0.144



Entry 2:
The following is a quantum chemistry calculation of a single C5H14N2 molecule at a distorted geometry, from OMol25.

Calculated values
Energy relative to the best compared isomer or geometry (same formula, charge and spin) ... 135.75 kJ/mol
Frontier orbital gap ... 9.475 eV
SMILES string ... C[C@H](N)CN(C)C
Highest occupied orbital energy ... -8.5 eV
LUMO ... 1.017 eV
Total energy ... -8391.212 eV
Charge ... 0

Each line ends with the natural charge from an NBO analysis.
CARTESIAN COORDINATES (ANGSTROEM)
H1 -0.797 -3.012 -0.842  0.198
H2 -2.508 -0.717 0.000  0.166
H3 0.624 -0.577 1.433  0.215
H4 0.537 1.408 -1.620  0.221
H5 -0.681 -2.655 0.836  0.159
H6 -1.068 0.025 1.296  0.175
H7 -0.402 1.909 0.309  0.167
H8 -1.761 0.382 -1.215  0.194
C1 -0.128 -0.174 0.750  -0.238
N1 1.139 1.796 1.663  -0.828
C2 1.314 1.295 -0.857  -0.637
H9 0.992 2.799 1.649  0.351
C3 -0.243 -2.369 -0.159  -0.404
C4 -1.799 -0.658 -0.870  -0.412
H10 -2.027 -1.278 -1.727  0.206
H11 2.093 1.660 1.336  0.342
N2 -0.445 -0.967 -0.414  -0.452
C5 0.438 1.222 0.425  -0.042
H12 1.979 2.149 -0.813  0.203
H13 1.924 0.401 -1.029  0.215
H14 0.819 -2.640 -0.151  0.200